(1)
The ion C2NO2S2 with charge -1 in a non-equilibrium geometry. Source: the OMol25 dataset; level of theory: ωB97M-V/def2-TZVPD.

XYZ file:
```
7
Properties=species:S:1:pos:R:3
O -2.01 1.36 -0.36
C -0.97 0.78 -0.18
N -0.27 -0.06 -0.92
C 0.67 -0.75 -0.40
O 1.70 -1.88 -0.96
S 1.17 -0.37 1.26
S -0.29 0.93 1.55
```

Values from the calculation:
Molar mass: 134.16 g/mol
Calculated total energy: -1077.845398 Ha
Net charge: -1
HOMO energy (alpha / beta): -4.34 / -4.34 eV
Relative energy (zero: lowest compared OMol25 entry of this formula, charge and spin): 239.5 kJ/mol
SMILES: O=c1nc([O-])ss1

(2)
A cluster of 2 separate species, C2NO4S in total in a non-equilibrium geometry. Source: the OMol25 dataset; level of theory: ωB97M-V/def2-TZVPD.

XYZ file:
```
8
Properties=species:S:1:pos:R:3
C -1.57 -0.73 -0.03
C 0.72 1.06 -0.03
N 1.39 -0.07 0.54
O 1.39 2.07 -0.10
O -2.50 -0.30 0.51
O -0.96 -1.58 -0.56
O -0.49 0.87 -0.28
S 2.02 -1.34 -0.06
```

Values from the calculation:
Molar mass: 134.09 g/mol
Calculated total energy: -830.178977 Ha
Net charge: -1
HOMO energy (alpha / beta): -4.24 / -4.26 eV
Relative energy (zero: lowest compared OMol25 entry of this formula, charge and spin): 30.2 kJ/mol

(3)
A cluster of 2 separate species, C2OS in total in a non-equilibrium geometry. Source: the OMol25 dataset; level of theory: ωB97M-V/def2-TZVPD.

XYZ file:
```
4
Properties=species:S:1:pos:R:3
C 1.04 -0.45 0.25
C -0.82 0.59 0.11
O 1.93 -0.01 -0.30
S -2.15 -0.14 -0.06
```

Values from the calculation:
Molar mass: 72.09 g/mol
Calculated total energy: -549.533541 Ha
Net charge: 0
HOMO energy: -10.20 eV
Relative energy (zero: lowest compared OMol25 entry of this formula, charge and spin): 46.5 kJ/mol

(4)
A structure of composition C30H13CsF15GeNSSe2Te2. Source: the OMol25 dataset; level of theory: ωB97M-V/def2-TZVPD.

XYZ file:
```
66
Properties=species:S:1:pos:R:3
Cs -2.37 -2.87 -1.67
C 0.72 -5.88 1.86
C 1.91 -5.16 1.80
C 2.66 -5.17 0.63
C 2.23 -5.90 -0.47
C 1.05 -6.63 -0.40
C 0.29 -6.61 0.76
H 0.13 -5.87 2.77
H 2.24 -4.58 2.64
H 3.57 -4.58 0.57
H 2.82 -5.90 -1.38
H 0.71 -7.20 -1.26
H -0.63 -7.18 0.81
Se -5.23 -4.37 -1.57
Te -5.68 -4.63 -4.02
Te -3.47 -3.45 -5.09
Se -2.64 -5.18 -6.67
N 1.61 -1.90 0.89
C 2.59 -1.14 1.51
C 3.52 -0.43 0.74
C 4.54 0.29 1.35
C 4.67 0.31 2.74
C 3.74 -0.39 3.50
C 2.71 -1.10 2.90
H 0.80 -2.10 1.45
H 1.36 -1.61 -0.04
H 3.42 -0.43 -0.34
H 5.25 0.84 0.74
H 5.46 0.88 3.21
H 3.81 -0.37 4.59
H 1.98 -1.63 3.51
F -1.19 1.28 -4.02
C -1.41 2.53 -3.63
C -1.33 2.88 -2.29
C -1.59 4.21 -1.99
F -1.52 4.65 -0.72
C -1.90 5.14 -2.96
F -2.14 6.42 -2.63
C -1.96 4.75 -4.28
F -2.25 5.65 -5.22
C -1.71 3.45 -4.62
F -1.76 3.08 -5.90
Ge -0.93 1.61 -0.81
S -0.41 -0.37 -1.25
C -2.58 1.92 0.28
C -2.70 2.60 1.48
F -1.66 3.21 2.06
C -3.91 2.72 2.14
F -4.00 3.39 3.29
C -5.04 2.15 1.60
F -6.21 2.27 2.23
C -4.97 1.49 0.40
F -6.07 0.96 -0.13
C -3.75 1.39 -0.24
F -3.73 0.77 -1.42
C 0.58 2.41 0.23
C 1.55 3.26 -0.27
F 1.48 3.73 -1.53
C 2.64 3.67 0.47
F 3.55 4.50 -0.04
C 2.78 3.22 1.77
F 3.82 3.63 2.50
C 1.85 2.37 2.31
F 1.98 1.96 3.57
C 0.78 1.96 1.52
F -0.09 1.11 2.08
```

Values from the calculation:
Molar mass: 1323.11 g/mol
Calculated total energy: -10538.025980 Ha
Net charge: -2
HOMO energy: -0.78 eV
Relative energy (zero: lowest compared OMol25 entry of this formula, charge and spin): 67.2 kJ/mol

(5)
A structure of composition C30H16BrCl4F6N5O8S2Ti. Source: the OMol25 dataset; level of theory: ωB97M-V/def2-TZVPD.

XYZ file:
```
73
Properties=species:S:1:pos:R:3
Ti -0.98 0.70 -0.38
Br -1.18 3.11 6.72
C -1.14 2.80 4.85
C -0.55 3.74 4.01
C -0.52 3.54 2.65
C -1.06 2.38 2.08
O -1.05 2.22 0.79
C -1.65 1.43 2.94
C -2.26 0.23 2.45
N -2.18 -0.22 1.24
C -2.85 -1.43 0.91
C -3.27 -2.40 1.77
C -3.95 -3.54 1.27
C -4.19 -3.69 -0.06
C -3.74 -2.72 -0.98
C -3.92 -2.80 -2.38
C -3.43 -1.81 -3.18
C -2.73 -0.73 -2.59
N -2.55 -0.64 -1.30
C -3.06 -1.60 -0.48
C -1.70 1.66 4.33
H -0.12 4.64 4.43
H -0.08 4.28 1.99
H -2.85 -0.32 3.18
H -3.09 -2.33 2.83
H -4.28 -4.30 1.98
H -4.72 -4.57 -0.43
H -4.44 -3.65 -2.80
H -3.54 -1.84 -4.25
H -2.30 0.05 -3.20
H -2.17 0.93 4.98
Cl -1.83 5.02 -5.50
C -1.15 3.94 -4.35
C 0.22 3.64 -4.39
Cl 1.22 4.34 -5.60
C 0.78 2.76 -3.46
Cl 2.44 2.35 -3.47
C -0.04 2.21 -2.49
O 0.33 1.33 -1.55
C -1.41 2.50 -2.44
O -2.06 1.85 -1.49
C -1.97 3.37 -3.38
Cl -3.66 3.68 -3.30
F -0.57 -3.71 -1.63
C 0.73 -3.41 -1.63
F 1.31 -4.01 -2.65
F 1.26 -3.85 -0.49
S 0.91 -1.57 -1.76
O -0.13 -1.19 -0.77
O 0.60 -1.25 -3.11
N 2.27 -1.13 -1.20
S 3.68 -1.83 -1.23
O 3.73 -3.03 -2.00
O 4.26 -1.82 0.08
C 4.65 -0.57 -2.16
F 4.56 0.62 -1.58
F 4.23 -0.49 -3.41
F 5.93 -0.95 -2.16
N 5.43 -0.75 2.65
C 4.37 -0.35 3.38
O 4.39 -0.17 4.58
C 3.12 -0.08 2.59
C 3.00 1.03 1.77
C 1.83 1.22 1.06
N 0.80 0.37 1.12
C 0.93 -0.72 1.89
C 2.05 -0.97 2.66
H 6.28 -0.98 3.14
H 5.31 -1.04 1.69
H 3.82 1.73 1.66
H 1.70 2.07 0.40
H 0.10 -1.42 1.88
H 2.10 -1.86 3.28
```

Values from the calculation:
Molar mass: 1022.19 g/mol
Calculated total energy: -8688.591952 Ha
Net charge: 0
HOMO energy: -8.24 eV
Relative energy (zero: lowest compared OMol25 entry of this formula, charge and spin): 1.8 kJ/mol

(6)
A structure of composition C30H16Cl3IIrN4O10 in a non-equilibrium geometry. Source: the OMol25 dataset; level of theory: ωB97M-V/def2-TZVPD.

XYZ file:
```
65
Properties=species:S:1:pos:R:3
Ir -1.31 -1.00 0.62
Cl -2.24 0.63 7.45
C -1.95 0.76 5.77
C -1.65 2.00 5.25
C -1.41 2.17 3.89
I -0.96 4.00 3.10
C -1.44 1.04 2.99
O -1.19 1.14 1.79
C -1.79 -0.27 3.59
N -1.85 -1.31 2.74
C -2.13 -2.53 3.19
C -2.39 -2.75 4.55
C -2.35 -1.70 5.43
C -2.03 -0.42 4.95
H -1.61 2.85 5.92
H -2.15 -3.31 2.45
H -2.62 -3.76 4.88
H -2.54 -1.86 6.48
O -1.18 -4.07 -1.70
C -1.83 -3.13 -1.31
O -2.01 -2.84 -0.03
C -2.57 -2.23 -2.25
C -3.02 -2.78 -3.44
C -3.76 -2.02 -4.32
C -4.07 -0.70 -4.06
C -3.62 -0.15 -2.88
C -2.84 -0.87 -1.96
O -2.32 -0.25 -0.93
N -4.00 1.24 -2.61
O -4.01 2.01 -3.56
O -4.26 1.55 -1.47
N -4.24 -2.63 -5.57
O -4.81 -1.90 -6.37
O -3.87 -3.76 -5.82
H -2.78 -3.81 -3.66
H -4.64 -0.12 -4.77
Cl 5.48 1.33 -2.44
C 4.07 2.32 -2.59
C 4.14 3.48 -3.34
C 3.02 4.27 -3.50
C 1.82 3.90 -2.90
C 1.78 2.75 -2.12
Cl 0.28 2.33 -1.35
C 2.89 1.92 -1.95
N 2.81 0.74 -1.21
C 3.54 0.56 -0.02
C 4.30 1.58 0.53
C 5.03 1.37 1.70
C 4.98 0.14 2.34
C 4.22 -0.87 1.79
C 3.50 -0.69 0.61
C 2.69 -1.82 0.04
C 1.23 -1.58 0.28
O 0.64 -1.99 1.32
O 0.56 -0.87 -0.55
H 5.08 3.75 -3.80
H 3.06 5.17 -4.09
H 0.93 4.50 -3.01
H 1.91 0.30 -1.23
H 4.34 2.55 0.05
H 5.62 2.18 2.11
H 5.55 -0.02 3.25
H 4.18 -1.84 2.27
H 2.96 -2.76 0.51
H 2.84 -1.90 -1.04
```

Values from the calculation:
Molar mass: 1017.96 g/mol
Calculated total energy: -3906.614093 Ha
Expectation value of S²: 8.800
Net charge: 0
HOMO energy (alpha / beta): -7.98 / -7.98 eV
Relative energy (zero: lowest compared OMol25 entry of this formula, charge and spin): 39.3 kJ/mol
Multiplicity: 6